{"formula": "C3H30NO13S", "method": "wB97M-V/def2-TZVPD", "multiplicity": 2, "orbital_gap_ev": [10.4, 6.7], "homo_energy_ev": [-10.92, -10.72], "elements": ["C", "C", "S", "C", "N", "O", "H", "H", "H", "H", "H", "H", "H", "H", "O", "H", "H", "O", "H", "H", "O", "H", "H", "O", "H", "H", "O", "H", "H", "O", "H", "H", "O", "H", "H", "O", "H", "H", "O", "H", "H", "O", "H", "H", "O", "H", "H", "O"], "xyz": [[-0.832, 0.460, 0.858], [-0.809, 1.973, 1.335], [0.696, 2.788, 0.834], [-2.173, -0.096, 1.124], [-3.129, -0.067, 0.182], [-2.396, -0.594, 2.234], [-0.099, -0.019, 1.497], [-0.436, 0.395, -0.150], [-0.825, 1.843, 2.423], [-1.704, 2.551, 1.115], [-4.033, -0.486, 0.324], [-2.902, 0.132, -0.781], [2.734, 1.389, -1.945], [2.474, 0.936, -3.367], [2.606, 1.734, -2.835], [2.120, -3.235, 1.394], [1.225, -3.169, 0.192], [2.060, -3.547, 0.479], [1.816, 1.053, 0.554], [1.996, -0.390, 0.125], [2.100, 0.181, 0.896], [-0.247, -4.087, -3.575], [0.086, -3.481, -2.153], [-0.086, -3.285, -3.075], [-1.622, -3.755, 0.832], [-1.952, -2.555, 1.675], [-2.204, -3.482, 1.549], [-2.446, 1.428, -2.745], [-1.347, 0.926, -3.602], [-2.279, 0.767, -3.429], [-1.639, 2.903, -0.896], [-0.186, 2.340, -1.317], [-1.138, 2.344, -1.489], [-1.379, -1.036, 3.872], [-0.663, 0.197, 3.798], [-0.546, -0.662, 4.215], [0.792, 0.976, 3.571], [1.971, 1.945, 3.729], [1.516, 1.206, 4.145], [0.404, -0.690, -4.227], [1.055, -2.023, -3.798], [1.178, -1.241, -4.366], [1.726, 3.101, -3.186], [1.452, 4.283, -2.179], [1.627, 4.070, -3.096], [1.101, -1.098, 3.160], [2.533, -1.219, 3.252], [1.801, -1.705, 2.849]]}


{"formula": "C3H30O12", "method": "wB97M-V/def2-TZVPD", "total_charge": 1, "multiplicity": 2, "orbital_gap_ev": [10.3, 3.9], "homo_energy_ev": [-13.33, -13.33], "elements": ["O", "H", "H", "O", "H", "H", "O", "H", "H", "O", "H", "H", "O", "H", "H", "O", "H", "H", "O", "H", "H", "O", "H", "H", "O", "H", "H", "O", "H", "H", "O", "H", "H", "C", "C", "C", "O", "H", "H", "H", "H", "H", "H", "H", "H"], "xyz": [[-0.264, 2.840, 0.835], [0.613, 2.995, 1.187], [-0.829, 3.435, 1.327], [0.657, 2.581, -2.355], [0.286, 3.462, -2.404], [1.570, 2.719, -2.102], [-1.803, 1.227, -2.563], [-1.869, 0.911, -1.662], [-1.082, 1.856, -2.545], [-0.412, -0.664, -4.215], [-1.071, -1.048, -4.792], [-0.915, -0.131, -3.598], [2.103, 0.644, -4.450], [2.295, 1.105, -3.633], [1.276, 0.191, -4.282], [2.532, 3.090, 2.158], [2.174, 2.274, 2.508], [3.370, 2.838, 1.771], [3.947, 0.380, 3.061], [4.584, 0.095, 2.407], [4.021, -0.264, 3.766], [-0.787, -3.840, 3.190], [-1.338, -3.341, 3.794], [-0.838, -4.741, 3.507], [-3.009, 1.104, 2.569], [-3.738, 0.498, 2.705], [-2.304, 0.557, 2.222], [-2.750, -1.990, 1.795], [-2.714, -1.858, 0.848], [-2.012, -2.569, 1.985], [-2.944, -1.620, -2.050], [-2.126, -1.894, -2.465], [-3.267, -0.910, -2.604], [0.933, -0.698, -0.946], [0.002, -1.002, 0.266], [0.826, -1.324, 1.532], [-0.826, 0.068, 0.557], [0.392, -0.081, -1.663], [1.347, -1.679, -1.180], [1.785, -0.072, -0.683], [-0.649, -1.810, -0.070], [1.509, -2.164, 1.406], [0.166, -1.518, 2.377], [1.447, -0.515, 1.916], [-0.289, 0.864, 0.573]]}


{"formula": "C3H30O14S", "method": "wB97M-V/def2-TZVPD", "multiplicity": 1, "orbital_gap_ev": 9.3, "homo_energy_ev": -9.28, "elements": ["O", "C", "O", "C", "C", "S", "H", "H", "H", "H", "H", "H", "H", "H", "O", "H", "H", "O", "H", "H", "O", "H", "H", "O", "H", "H", "O", "H", "H", "O", "H", "H", "O", "H", "H", "O", "H", "H", "O", "H", "H", "O", "H", "H", "O", "H", "H", "O"], "xyz": [[-0.853, -1.789, 0.144], [-0.118, -0.676, 0.185], [1.283, -0.960, -0.104], [-0.539, 0.458, -0.748], [-2.014, 0.760, -0.614], [-2.532, 2.101, -1.752], [1.450, -1.897, 0.151], [0.063, 1.352, -0.552], [-0.291, 0.180, -1.775], [-2.257, 1.037, 0.407], [-2.629, -0.110, -0.856], [-2.354, 3.152, -0.929], [-0.145, 1.558, 1.692], [-0.966, 2.800, 2.018], [-0.095, 2.540, 1.707], [-2.075, -1.800, 1.348], [-3.537, -1.861, 1.898], [-2.648, -1.589, 2.153], [1.922, 1.492, -2.413], [0.914, 2.702, -2.738], [1.705, 2.456, -2.243], [2.684, 1.770, 0.615], [2.418, 0.080, 0.420], [3.106, 0.705, 0.845], [1.325, -0.145, 2.617], [-0.772, -0.520, 2.083], [-0.058, -0.139, 1.556], [1.973, 2.849, -0.653], [1.343, 2.932, 0.815], [2.195, 2.917, 0.318], [1.897, -0.506, -1.667], [1.523, -0.584, -3.179], [2.131, -0.120, -2.546], [-2.954, 0.014, 2.707], [-3.478, 0.893, 3.882], [-3.071, 0.940, 3.014], [0.685, -2.056, -4.678], [-0.287, -1.737, -3.529], [0.372, -1.330, -4.134], [2.437, -0.932, 3.298], [2.854, 0.515, 1.844], [2.194, -0.023, 3.080], [-2.413, -2.104, -2.435], [-1.277, -2.318, -1.381], [-1.530, -2.489, -2.325], [1.045, -3.871, 1.493], [0.260, -3.099, 0.370], [1.115, -3.549, 0.591]]}


{"formula": "C3H31N2O12", "method": "wB97M-V/def2-TZVPD", "total_charge": 1, "multiplicity": 1, "orbital_gap_ev": 11.4, "homo_energy_ev": -13.62, "elements": ["C", "C", "C", "N", "O", "N", "H", "H", "H", "H", "H", "H", "H", "H", "H", "H", "H", "O", "H", "H", "O", "H", "H", "O", "H", "H", "O", "H", "H", "O", "H", "H", "O", "H", "H", "O", "H", "H", "O", "H", "H", "O", "H", "H", "O", "H", "H", "O"], "xyz": [[-1.926, 0.341, -0.628], [-0.978, 0.591, 0.543], [-1.480, -0.066, 1.813], [-2.453, 0.522, 2.520], [-0.981, -1.146, 2.222], [-1.106, 0.141, -1.891], [-2.627, 1.189, -0.773], [-2.567, -0.532, -0.463], [0.032, 0.169, 0.358], [-0.780, 1.688, 0.708], [-2.872, 1.348, 2.209], [-2.795, 0.134, 3.387], [-0.763, -0.894, -1.917], [-0.267, 0.753, -1.894], [-1.678, 0.302, -2.681], [1.808, -1.860, 0.943], [0.737, -1.141, 1.907], [1.623, -1.044, 1.531], [2.371, 0.692, -1.920], [3.009, 0.671, -3.346], [2.184, 0.593, -2.803], [3.285, 1.184, 0.237], [2.227, 0.090, 0.434], [2.564, 0.797, -0.189], [1.175, 2.373, -2.041], [0.842, 2.325, -0.498], [0.457, 2.238, -1.415], [1.128, -2.414, -3.211], [1.459, -0.940, -2.691], [0.915, -1.740, -2.509], [2.999, 1.232, 3.377], [2.503, 0.232, 2.317], [2.894, 1.117, 2.481], [-1.215, -4.117, 1.141], [-1.034, -2.555, 1.225], [-0.986, -3.304, 0.643], [-2.384, -3.136, -2.101], [-1.729, -2.795, -0.836], [-2.103, -2.377, -1.609], [-3.881, 3.440, 0.853], [-2.389, 3.444, 0.604], [-3.132, 2.865, 0.815], [0.670, -3.355, 0.075], [1.404, -2.538, -1.025], [1.531, -2.986, -0.225], [1.900, 2.201, 1.614], [1.121, 3.489, 1.635], [1.290, 2.777, 1.075]]}


{"formula": "C3H31O13", "method": "wB97M-V/def2-TZVPD", "total_charge": -1, "multiplicity": 1, "orbital_gap_ev": 8.5, "homo_energy_ev": -5.90, "elements": ["C", "C", "C", "O", "H", "H", "H", "H", "H", "H", "H", "O", "H", "H", "O", "H", "H", "O", "H", "H", "O", "H", "H", "O", "H", "H", "O", "H", "H", "O", "H", "H", "O", "H", "H", "O", "H", "H", "O", "H", "H", "O", "H", "H", "O", "H", "H"], "xyz": [[0.759, -0.799, 0.767], [1.348, 0.216, -0.181], [1.370, -0.240, -1.558], [0.450, 1.361, -0.157], [1.362, -1.685, 0.865], [-0.158, -1.091, 0.417], [0.658, -0.440, 1.764], [2.287, 0.546, 0.296], [1.661, 0.498, -2.302], [0.401, -0.527, -1.857], [2.029, -1.156, -1.727], [1.527, 3.218, -1.623], [1.227, 2.515, -1.065], [1.067, 3.076, -2.480], [0.233, -3.091, -1.800], [1.080, -2.660, -1.654], [-0.316, -2.722, -1.140], [-2.993, 1.099, -0.658], [-2.551, 0.582, -1.303], [-2.453, 1.914, -0.605], [-0.787, -0.171, 3.777], [-1.093, 0.257, 2.907], [-0.806, -1.046, 3.411], [1.949, -1.723, 3.849], [1.630, -1.458, 2.983], [2.346, -0.867, 4.124], [-0.322, -0.441, -4.365], [0.241, 0.092, -3.826], [-0.510, 0.008, -5.178], [-2.189, -1.231, -2.472], [-2.088, -2.192, -2.509], [-1.673, -0.912, -3.197], [-1.644, -3.498, 0.348], [-2.019, -2.819, 0.875], [-2.183, -3.522, -0.474], [-0.652, 1.815, -2.548], [-1.186, 2.573, -2.351], [-0.260, 1.621, -1.630], [0.971, 2.653, 2.049], [1.227, 1.991, 2.738], [0.750, 2.076, 1.280], [1.570, 1.114, 3.978], [1.482, 1.889, 4.575], [0.784, 0.552, 4.085], [-1.562, 1.015, 1.527], [-0.769, 1.159, 0.971], [-2.185, 0.466, 1.066]]}


{"formula": "C3H32N2O14", "method": "wB97M-V/def2-TZVPD", "total_charge": 1, "multiplicity": 2, "orbital_gap_ev": [8.4, 4.1], "homo_energy_ev": [-12.54, -12.54], "elements": ["C", "C", "N", "C", "N", "H", "H", "H", "H", "H", "H", "O", "H", "H", "O", "H", "H", "O", "H", "H", "O", "H", "H", "O", "H", "H", "O", "H", "H", "O", "H", "H", "O", "H", "H", "O", "H", "H", "O", "H", "H", "O", "H", "H", "O", "H", "H", "O", "H", "H", "O"], "xyz": [[-0.772, 1.584, -3.402], [-0.610, 2.998, -3.164], [-1.638, 3.411, -2.389], [-2.366, 2.333, -2.179], [-1.877, 1.195, -2.770], [-0.170, 0.871, -3.949], [0.067, 3.751, -3.535], [-3.317, 2.394, -1.667], [-2.230, 0.247, -2.581], [1.341, -3.559, -1.828], [2.843, -3.492, -2.583], [1.891, -3.451, -2.598], [-2.434, -2.817, 1.555], [-1.697, -3.740, 0.579], [-2.516, -3.237, 0.693], [0.013, 4.702, 1.659], [-1.028, 4.415, 0.536], [-0.865, 4.353, 1.480], [2.927, -2.094, 2.653], [1.784, -2.564, 3.715], [2.282, -2.745, 2.921], [-0.293, -4.251, 2.761], [0.873, -4.143, 1.632], [0.017, -4.490, 1.893], [3.164, -3.038, -0.075], [3.800, -1.874, -0.832], [3.507, -2.152, 0.042], [0.352, -0.684, 0.670], [1.640, -0.605, 1.340], [1.084, -1.271, 0.905], [-1.525, 0.838, -0.437], [-1.373, 1.371, 1.095], [-0.913, 0.959, 0.291], [-2.804, -1.712, -0.634], [-3.573, -1.148, -1.820], [-2.677, -1.201, -1.462], [1.576, 2.528, -0.967], [0.481, 1.969, -0.177], [1.306, 2.496, -0.038], [-1.164, 1.670, 3.081], [-1.647, 2.992, 2.388], [-1.805, 2.024, 2.455], [-2.896, -0.018, 1.154], [-4.218, 0.344, 1.920], [-3.746, -0.345, 1.449], [3.255, 0.679, -2.314], [3.371, 0.025, -0.911], [3.872, 0.281, -1.697], [3.565, 1.011, 1.812], [2.524, 2.010, 1.419], [2.619, 1.178, 1.913]]}